Version P
Here is C5H7N in the gas phase from OMol25. Energies are from ωB97M-V/def2-TZVPD.

```
! RIJCOSX wB97M-V def2-TZVPD def2/J DEFGRID3
* xyz 0 1
H -0.13041 0.19387 2.53325
C -0.45760 0.96979 -0.21317
H -1.15819 -1.04694 1.80066
H -0.98984 1.82556 0.18953
H 0.60065 -0.60497 -2.83469
H 0.53761 -1.40906 2.11071
H 1.33170 0.04828 0.35538
C 0.21386 -0.15264 0.41908
C 0.73086 -1.09255 -0.65611
C -0.15393 -0.62093 1.80403
N -0.30543 0.79671 -1.51254
C 0.41644 -0.37345 -1.79404
H -0.63572 1.46633 -2.20209
*
```

Properties
**Kohn-Sham gap**: 8.4 eV
**Highest occupied orbital energy**: -7.8 eV

Results of the Mulliken charge analysis, in e, for atoms 1 through 6: atom 1 (H): 0.335, atom 2 (C): -0.527, atom 3 (H): 0.304, atom 4 (H): 0.383, atom 5 (H): 0.390, atom 6 (H): 0.349

***

Version Q
Here is C5H7N in the gas phase from OMol25. Energies are from ωB97M-V/def2-TZVPD.

```
! RIJCOSX wB97M-V def2-TZVPD def2/J DEFGRID3
* xyz 0 1
H 1.36384 0.23761 -1.57306
H -1.39898 -1.81050 -0.15064
C -1.98708 0.17508 0.32427
H 0.16013 1.69794 -0.07827
C -1.09514 -0.77645 -0.34695
H 2.43461 -0.46410 -0.28029
H -1.14153 -0.62696 -1.43169
H 1.10268 1.22335 1.39414
C 0.28231 -0.49029 0.24194
H 0.51762 -1.12759 1.08965
C 1.47836 -0.00759 -0.52068
N -2.46201 1.04661 0.91794
C 0.74520 0.92289 0.41366
*
```

Properties
**SMILES string**: N#CCC1CC1
**Kohn-Sham gap**: 11.8 eV
**Highest occupied orbital energy**: -10.8 eV

Results of the Mulliken charge analysis, in e, for atoms 1 through 6: atom 1 (H): 0.232, atom 2 (H): 0.298, atom 3 (C): 0.311, atom 4 (H): 0.256, atom 5 (C): -0.592, atom 6 (H): 0.254

***

Result of the stability comparison: version P is the least stable of them.

***

Version P
Here is 2 unconnected molecules or ions with the total composition C2H3NOS from OMol25. Energies are from ωB97M-V/def2-TZVPD.

```
! RIJCOSX wB97M-V def2-TZVPD def2/J DEFGRID3
* xyz 0 1
H 2.32642 -0.01895 -1.01000
O -3.16969 -0.37982 -0.31213
C -2.24345 0.23669 -0.00667
C 1.86978 -0.40968 -0.10798
S 1.51119 -1.96538 0.05586
H 1.65743 0.30059 0.68321
H -0.64175 1.45542 0.19934
N -1.30993 0.78113 0.49837
*
```

Properties
**SMILES string**: N=C=O.C=S
**Kohn-Sham gap**: 8.5 eV
**Highest occupied orbital energy**: -9.0 eV

Results of the Mulliken charge analysis, in e, for atoms 1 through 6: atom 1 (H): 0.264, atom 2 (O): -0.398, atom 3 (C): 0.499, atom 4 (C): -0.354, atom 5 (S): -0.170, atom 6 (H): 0.254

***

Version Q
Here is C2H3NOS in the gas phase from OMol25. Energies are from ωB97M-V/def2-TZVPD.

```
! RIJCOSX wB97M-V def2-TZVPD def2/J DEFGRID3
* xyz 0 1
C -0.19243 0.30327 -0.63220
S -0.23930 -0.97264 -1.67019
O -0.57457 -0.70257 -3.08751
H -0.44140 1.27117 -0.87487
H 0.93981 1.16472 2.28134
N 0.55556 0.22007 2.07373
H -0.16922 -1.12465 0.99945
C 0.12154 -0.15939 0.91025
*
```

Properties
**Kohn-Sham gap**: 9.1 eV
**Highest occupied orbital energy**: -10.0 eV

Results of the Mulliken charge analysis, in e, for atoms 1 through 6: atom 1 (C): -0.288, atom 2 (S): 0.383, atom 3 (O): -0.495, atom 4 (H): 0.385, atom 5 (H): 0.225, atom 6 (N): -0.489

***

Result of the stability comparison: version Q is the least stable of them.

***

Version P
Here is 2 unconnected molecules or ions with the total composition C2H3NOS from OMol25. Energies are from ωB97M-V/def2-TZVPD.

```
! RIJCOSX wB97M-V def2-TZVPD def2/J DEFGRID3
* xyz 0 1
C -0.91626 -0.67505 -0.68898
C -0.79369 0.25618 0.33846
N -0.70025 -1.11074 -1.73228
H -0.09852 1.05992 0.19170
O 2.65250 0.56212 -0.03162
S 1.78922 -0.71988 -0.00348
H -0.32589 -0.42306 1.07859
H -1.60710 1.05052 0.84761
*
```

Properties
**SMILES string**: CC#N.O=S
**Kohn-Sham gap (spin up / spin down)**: 7.6 / 7.7 eV
**Highest occupied orbital energy (spin up / spin down)**: -9.4 / -9.4 eV

Results of the Mulliken charge analysis, in e, for atoms 1 through 6: atom 1 (C): 0.536, atom 2 (C): -0.998, atom 3 (N): -0.404, atom 4 (H): 0.327, atom 5 (O): -0.341, atom 6 (S): 0.302

***

Version Q
Here is C2H3NOS in the gas phase from OMol25. Energies are from ωB97M-V/def2-TZVPD.

```
! RIJCOSX wB97M-V def2-TZVPD def2/J DEFGRID3
* xyz 0 1
N 0.25920 0.55915 -0.26292
C -1.04841 0.63585 -0.04568
H 0.27569 0.37845 -1.21085
S 1.83459 -0.43784 1.65322
O -1.73207 0.15570 0.82755
C 1.03366 -0.55553 0.24668
H 0.92814 -1.47868 -0.19120
H -1.55078 0.74291 -1.01679
*
```

Properties
**SMILES string**: O=CNC=S
**Kohn-Sham gap**: 8.6 eV
**Highest occupied orbital energy**: -9.4 eV

Results of the Mulliken charge analysis, in e, for atoms 1 through 6: atom 1 (N): -0.266, atom 2 (C): 0.192, atom 3 (H): 0.295, atom 4 (S): -0.178, atom 5 (O): -0.450, atom 6 (C): -0.150

***

Result of the stability comparison: version P is the least stable of them.

***

Version P
Here is 2 unconnected molecules or ions with the total composition C5H11N2 from OMol25. Energies are from ωB97M-V/def2-TZVPD.

```
! RIJCOSX wB97M-V def2-TZVPD def2/J DEFGRID3
* xyz 1 1
H -0.87687 -2.07783 -0.03761
H 0.20565 -1.07461 -1.79448
H -1.74419 -1.75754 -1.52262
H 0.14892 1.48301 -1.26160
C -0.65587 0.84167 -1.64171
C 0.67781 0.76800 2.52008
H -0.35169 1.02397 2.08061
H 2.17726 -1.21866 -0.05933
C 1.60566 -0.42824 0.28989
H 0.81045 -0.07191 3.11336
H 1.11999 1.78197 2.76695
C -1.42613 -1.28406 -0.57222
H -2.18110 -0.93900 0.01315
C 1.29848 0.47186 1.22639
H -1.75103 1.12423 -1.40588
H -0.51445 0.88329 -2.72005
N -0.33018 -0.47145 -1.12226
N 1.78727 0.94529 0.12734
*
```

Properties
**Kohn-Sham gap**: 8.8 eV
**Highest occupied orbital energy**: -13.6 eV

Results of the Mulliken charge analysis, in e, for atoms 1 through 6: atom 1 (H): 0.313, atom 2 (H): 0.331, atom 3 (H): 0.397, atom 4 (H): 0.365, atom 5 (C): -0.853, atom 6 (C): -0.768

***

Version Q
Here is a gas-phase ion, C5H11N2 (charge +1) from OMol25. Energies are from ωB97M-V/def2-TZVPD.

```
! RIJCOSX wB97M-V def2-TZVPD def2/J DEFGRID3
* xyz 1 1
H 2.11989 -0.64296 -0.39738
C -0.94502 0.73022 -0.53168
N 0.12754 -0.48444 -0.04235
H 0.74837 1.71149 0.90925
H -1.43097 1.20592 1.35340
H -0.93009 -1.43765 -1.57463
C -1.63356 1.38067 0.36552
C 1.46339 0.13302 -0.06426
N -0.08042 -0.94955 1.26151
H -0.21822 -0.23503 1.90397
H 2.55510 1.85502 0.15476
C -0.04083 -1.62302 -1.04985
H -0.83885 -1.57711 1.30926
H 0.65164 -1.66778 -1.81295
H -0.00524 -2.63087 -0.51986
C 1.62904 1.34965 0.43162
H -2.34733 2.11710 -0.01731
H -0.82443 0.76532 -1.67903
*
```

Properties
**SMILES string**: C=C[N+](C)(N)C=C
**Kohn-Sham gap**: 11.5 eV
**Highest occupied orbital energy**: -14.6 eV

Results of the Mulliken charge analysis, in e, for atoms 1 through 6: atom 1 (H): 0.416, atom 2 (C): -0.022, atom 3 (N): 0.595, atom 4 (H): 0.128, atom 5 (H): 0.239, atom 6 (H): 0.400

***

Result of the stability comparison: version P is the least stable of them.

***

Version P
Here is a gas-phase ion, C5H11N2 (charge +1) from OMol25. Energies are from ωB97M-V/def2-TZVPD.

```
! RIJCOSX wB97M-V def2-TZVPD def2/J DEFGRID3
* xyz 1 1
H -2.77760 1.50160 -0.55476
H -1.69618 2.11802 0.63711
H 1.29371 -2.09623 0.48246
N -1.86850 -0.78051 0.53885
C -1.13672 0.15614 0.03647
H -1.12028 2.08290 -0.96210
H -0.14689 -2.08143 -0.80623
H -1.61475 -1.76176 0.84957
H 1.44308 -1.44568 -1.18834
C 1.28551 0.72023 0.06910
C 0.73894 -1.55443 -0.42604
N 0.34614 -0.19999 -0.19225
H 3.17998 1.22057 0.68368
C -1.67121 1.44491 -0.28522
H 2.97913 -0.62208 0.50181
H -2.79537 -0.60505 0.65660
C 2.51676 0.39702 0.47929
H 1.05049 1.73171 -0.20974
*
```

Properties
**SMILES string**: C=CN(C)C(C)=[NH2+]
**Kohn-Sham gap**: 8.4 eV
**Highest occupied orbital energy**: -12.7 eV

Results of the Mulliken charge analysis, in e, for atoms 1 through 6: atom 1 (H): 0.388, atom 2 (H): 0.371, atom 3 (H): 0.287, atom 4 (N): -0.303, atom 5 (C): 1.015, atom 6 (H): 0.346

***

Version Q
Here is a molecular structure, C5H11N2 from OMol25. Energies are from ωB97M-V/def2-TZVPD.

```
! RIJCOSX wB97M-V def2-TZVPD def2/J DEFGRID3
* xyz 1 1
H 1.59029 -0.46959 0.42117
C -1.20098 -1.67253 -1.34008
H 1.50821 1.65747 1.75185
H -1.37555 -1.81164 -2.40540
H -1.22511 0.72144 0.65655
C -0.21674 0.62260 -1.84974
N 0.13432 1.41471 -0.84381
C 1.07862 0.73753 2.13820
C -0.34205 0.39871 0.09811
N -0.68173 -0.36406 -1.11392
H 1.81554 0.26625 2.78097
H 0.29216 -1.13576 1.42465
H 0.49245 2.34922 -0.75996
C 0.70574 -0.21594 1.00777
H -2.14161 -1.79886 -0.80188
H -0.14754 0.74788 -2.91564
H -0.49577 -2.43055 -0.99162
H 0.20974 0.98310 2.74277
*
```

Properties
**Kohn-Sham gap**: 11.4 eV
**Highest occupied orbital energy**: -14.9 eV

Results of the Mulliken charge analysis, in e, for atoms 1 through 6: atom 1 (H): 0.312, atom 2 (C): -0.735, atom 3 (H): 0.358, atom 4 (H): 0.328, atom 5 (H): 0.439, atom 6 (C): 0.087

***

Version R
Here is 2 unconnected molecules or ions with the total composition C5H11N2 from OMol25. Energies are from ωB97M-V/def2-TZVPD.

```
! RIJCOSX wB97M-V def2-TZVPD def2/J DEFGRID3
* xyz 1 1
H 1.63715 -0.52783 -1.39758
N 0.13933 0.20602 -0.13804
H 1.41850 1.23324 -1.42750
H -3.97185 -0.94274 -0.23260
H -4.81240 0.58215 0.29744
C -0.34061 -1.10495 0.33134
C 2.53871 0.50815 0.27703
H 2.39446 1.41629 0.85622
H 3.50751 0.57016 -0.20942
H -0.08668 1.00645 0.45638
H -1.03149 -0.65298 -1.82318
H 2.55474 -0.34397 0.95264
C -0.97917 -0.42381 -0.77881
H 0.31976 -1.94693 0.14316
H -0.81423 -1.12859 1.30458
C -3.87560 0.12213 -0.02715
C 1.45571 0.35398 -0.77745
N -2.88603 0.83179 -0.11001
*
```

Properties
**Kohn-Sham gap (spin up / spin down)**: 9.6 / 8.9 eV
**Highest occupied orbital energy (spin up / spin down)**: -13.8 / -13.7 eV

Results of the Mulliken charge analysis, in e, for atoms 1 through 6: atom 1 (H): 0.324, atom 2 (N): 0.019, atom 3 (H): 0.351, atom 4 (H): 0.254, atom 5 (H): 0.290, atom 6 (C): -0.178

***

Result of the stability comparison: version R is the least stable of them.

***

Version P
Here is 2 unconnected molecules or ions with the total composition C5H11N2 from OMol25. Energies are from ωB97M-V/def2-TZVPD.

```
! RIJCOSX wB97M-V def2-TZVPD def2/J DEFGRID3
* xyz 1 1
C -0.07104 -1.46970 2.14885
H -0.68124 -0.28371 -3.35805
C 1.01474 0.70269 1.70342
H 0.27961 -2.30374 1.46437
H 1.31188 1.13713 -1.46896
H -1.31397 1.04711 0.45933
H 1.86842 0.54922 2.23954
H -1.24443 -1.55137 2.14629
H 0.88224 1.63682 1.24024
N -0.66500 0.36949 -1.40042
C 0.00455 -0.12679 -2.55294
H 0.13329 2.17472 -2.39803
N 0.22095 -0.22183 1.59811
C -1.29449 0.21677 -0.35433
H 0.27027 -1.57102 3.17705
H -1.86289 -0.73041 -0.25807
C 0.32896 1.22343 -1.96199
H 0.81815 -0.79881 -2.42440
*
```

Properties
**Kohn-Sham gap**: 9.0 eV
**Highest occupied orbital energy**: -12.9 eV

Results of the Mulliken charge analysis, in e, for atoms 1 through 6: atom 1 (C): -0.830, atom 2 (H): 0.287, atom 3 (C): -0.392, atom 4 (H): 0.299, atom 5 (H): 0.258, atom 6 (H): 0.337

***

Version Q
Here is a gas-phase ion, C5H11N2 (charge +1) from OMol25. Energies are from ωB97M-V/def2-TZVPD.

```
! RIJCOSX wB97M-V def2-TZVPD def2/J DEFGRID3
* xyz 1 1
H 0.69864 -2.21664 0.84110
C -1.45363 -0.92468 -0.06442
C 0.18942 0.79436 0.65755
H 1.53473 3.74540 0.06688
H -1.08929 -3.08861 -0.60031
H 0.17496 0.28478 1.61965
H -1.62432 -1.12095 1.00230
H 1.11517 -1.13590 -0.21881
H 1.40669 -2.82718 -0.43055
H -0.23708 3.24334 -0.12874
H -0.56435 -1.93273 -1.73998
C -0.74039 0.39079 -0.23281
C 0.78819 2.95799 0.12099
C -0.69322 -2.07942 -0.66613
N 1.14654 1.77784 0.37425
H -1.07444 1.11177 -0.97238
H -2.44145 -0.86083 -0.51763
N 0.73924 -2.09621 -0.18367
*
```

Properties
**SMILES string**: C=N/C=C/CC[NH3+]
**Kohn-Sham gap**: 9.7 eV
**Highest occupied orbital energy**: -13.1 eV

Results of the Mulliken charge analysis, in e, for atoms 1 through 6: atom 1 (H): 0.347, atom 2 (C): -0.757, atom 3 (C): -0.384, atom 4 (H): 0.269, atom 5 (H): 0.401, atom 6 (H): 0.380

***

Result of the stability comparison: version P is the least stable of them.